DFT (ωB97M-V with the def2-TZVPD basis set) results for a cluster of 2 separate species, C16H19BNO13PS2 in total in a non-equilibrium geometry.

multiplicity	1
gap between HOMO and LUMO	6.97	eV
electronic energy	-2816.7083	Ha
charge	0
highest occupied orbital energy	-9.725	eV

Positions of all 53 atoms, in Å:
C  3.444  -0.805  0.398
P  3.513  0.651  -0.697
C  4.316  0.106  -2.241
N  1.830  1.169  -1.083
C  1.084  1.575  -0.096
C  -0.140  1.992  -0.293
C  -0.671  2.020  -1.522
C  -2.051  2.525  -1.673
O  -2.549  2.851  -2.717
O  -2.658  2.600  -0.487
C  -3.982  2.027  -0.464
C  -3.979  0.520  -0.361
C  -3.743  -0.195  -1.712
C  -2.423  -0.972  -1.776
S  -2.633  -2.717  -2.111
O  -3.996  -3.085  -2.000
O  -2.044  -3.019  -3.359
O  -1.803  -3.480  -1.018
C  0.103  1.597  -2.558
S  -0.416  1.515  -4.245
C  1.333  1.181  -2.305
H  4.325  -1.382  0.161
H  3.546  -0.497  1.422
H  2.598  -1.457  0.238
H  4.153  0.875  -2.978
H  5.362  -0.064  -2.085
H  3.816  -0.768  -2.634
H  1.462  1.590  0.903
H  -0.729  2.336  0.527
H  -4.447  2.405  0.428
H  -4.604  2.353  -1.284
H  -3.315  0.177  0.418
H  -4.974  0.264  -0.029
H  -4.566  -0.865  -1.878
H  -3.754  0.503  -2.534
H  -1.843  -0.604  -2.604
H  -1.826  -0.866  -0.886
H  -1.601  -2.854  -0.277
H  -0.471  2.816  -4.530
H  1.933  0.869  -3.125
B  1.720  -0.995  4.103
O  1.319  0.421  4.311
C  0.235  0.662  3.608
O  -0.349  1.706  3.524
C  -0.150  -0.629  2.869
O  -1.087  -0.739  2.107
O  0.705  -1.560  3.161
O  3.068  -1.079  3.518
C  3.845  -1.795  4.339
O  4.995  -2.046  4.154
C  2.989  -2.224  5.541
O  3.354  -2.874  6.468
O  1.755  -1.737  5.361



DFT (ωB97M-V with the def2-TZVPD basis set) results for an isolated molecule of C4H9N3O in a non-equilibrium geometry.

multiplicity	1
gap between HOMO and LUMO	7.56	eV
electronic energy	-397.1764	Ha
charge	0
highest occupied orbital energy	-7.713	eV

Positions of all 17 atoms, in Å:
C  -1.364  0.260  -1.811
C  -0.427  -1.696  0.229
N  -0.084  0.419  1.591
C  0.827  1.047  0.691
C  -0.437  -0.200  0.338
N  2.152  0.969  1.074
N  -1.162  0.644  -0.434
O  0.487  2.007  -0.121
H  0.396  -0.220  2.216
H  2.804  0.922  0.305
H  2.426  1.606  1.812
H  -1.561  1.154  -2.403
H  -2.261  -0.370  -1.839
H  -0.534  -0.293  -2.262
H  -1.398  -2.113  0.515
H  0.337  -2.118  0.887
H  -0.200  -2.018  -0.789



DFT (ωB97M-V with the def2-TZVPD basis set) results for a structure of composition C25H31F4N8SV in a non-equilibrium geometry.

<S²>	2.03
multiplicity	3
gap between HOMO and LUMO (spin up / spin down)	6.53 / 6.98	eV
electronic energy	-3150.4598	Ha
charge	+2
highest occupied orbital energy (spin up / spin down)	-12.563 / -13.035	eV

Positions of all 70 atoms, in Å:
V  -0.094  0.336  0.399
C  -2.842  -2.695  1.885
N  -1.780  -2.348  0.936
C  -2.048  -3.059  -0.319
C  -0.494  -2.785  1.495
C  0.720  -2.499  0.590
N  0.515  -1.306  -0.254
C  1.086  -1.333  -1.552
C  0.349  -0.931  -2.663
F  -0.942  -0.536  -2.511
C  0.870  -0.940  -3.936
F  0.096  -0.528  -4.945
C  2.156  -1.375  -4.169
C  2.897  -1.796  -3.086
F  4.151  -2.211  -3.254
C  2.380  -1.770  -1.804
F  3.161  -2.140  -0.783
H  -2.960  -3.781  1.984
H  -3.799  -2.290  1.546
H  -2.619  -2.297  2.874
H  -2.007  -4.146  -0.175
H  -1.329  -2.778  -1.083
H  -3.052  -2.813  -0.675
H  -0.513  -3.866  1.686
H  -0.377  -2.301  2.467
H  0.897  -3.352  -0.063
H  1.607  -2.410  1.222
H  2.571  -1.392  -5.168
N  2.932  2.025  -1.968
C  2.168  1.698  -0.921
S  0.457  2.159  -0.943
N  2.713  1.048  0.069
N  1.753  0.714  1.005
C  2.051  0.708  2.254
C  3.388  0.979  2.812
C  3.541  1.910  3.839
C  4.798  2.172  4.361
C  5.904  1.488  3.876
C  5.756  0.553  2.859
C  4.505  0.305  2.319
C  0.846  0.465  3.090
C  0.871  0.298  4.461
C  -0.319  0.161  5.155
C  -1.516  0.183  4.458
C  -1.468  0.290  3.087
N  -0.322  0.423  2.397
H  2.599  2.691  -2.642
H  3.924  1.856  -1.909
H  2.686  2.467  4.209
H  4.913  2.909  5.147
H  6.885  1.684  4.291
H  6.618  0.019  2.481
H  4.392  -0.417  1.521
H  1.825  0.276  4.971
H  -0.313  0.034  6.231
H  -2.468  0.083  4.962
H  -2.374  0.227  2.505
N  -4.802  2.990  -1.192
C  -4.037  1.832  -1.823
C  -2.599  1.723  -1.332
N  -2.352  0.911  -0.126
H  -5.757  3.045  -1.553
H  -4.350  3.883  -1.399
H  -4.871  2.912  -0.177
H  -4.060  2.029  -2.892
H  -4.617  0.935  -1.623
H  -2.169  2.717  -1.181
H  -2.025  1.279  -2.139
H  -2.572  -0.075  -0.281
H  -2.868  1.212  0.692



DFT (ωB97M-V with the def2-TZVPD basis set) results for a cluster of 2 separate species, C19H28ClF4N3O9PS2Si in total in a non-equilibrium geometry.

multiplicity	1
gap between HOMO and LUMO	1.60	eV
electronic energy	-3868.9563	Ha
charge	-1
highest occupied orbital energy	-3.402	eV

Positions of all 68 atoms, in Å:
C  4.450  0.208  -1.514
C  3.130  0.282  -0.608
N  2.717  1.720  -0.590
C  1.479  1.805  0.234
C  1.926  2.163  1.693
O  0.896  2.359  2.673
C  -0.418  2.493  2.147
N  -1.115  3.356  3.178
C  -2.350  3.915  2.704
O  -3.390  3.380  2.886
F  -2.428  5.152  2.052
C  -0.208  4.338  3.738
O  0.326  5.231  3.180
F  0.009  4.230  5.106
C  -1.097  1.049  2.274
F  -1.537  0.955  3.617
F  -0.172  0.002  2.147
C  -2.353  0.764  1.388
C  -2.053  -0.292  0.213
Si  -2.496  -2.100  0.634
C  -2.540  -2.511  2.491
C  -4.200  -2.444  -0.194
C  -1.098  -3.168  -0.125
C  -0.419  -4.261  0.585
C  0.673  -4.962  -0.141
C  1.079  -4.589  -1.507
C  0.370  -3.477  -2.237
C  -0.708  -2.792  -1.517
C  -0.528  3.200  0.738
N  0.494  2.792  -0.289
Cl  -0.456  1.904  -1.677
P  1.180  4.238  -1.052
O  -0.153  5.145  -1.518
O  1.966  3.892  -2.484
S  2.229  5.364  0.097
H  4.936  1.227  -1.426
H  4.177  0.061  -2.597
H  5.173  -0.571  -1.150
H  3.365  -0.093  0.429
H  2.352  -0.369  -1.098
H  3.444  2.295  -0.144
H  1.003  0.786  0.126
H  2.564  1.297  2.051
H  2.616  3.060  1.743
H  -2.898  1.662  1.004
H  -3.096  0.233  2.057
H  -0.987  -0.265  -0.126
H  -2.682  -0.003  -0.681
H  -3.295  -1.903  3.070
H  -1.507  -2.304  2.900
H  -2.758  -3.598  2.685
H  -4.367  -3.532  -0.404
H  -5.025  -2.109  0.504
H  -4.335  -1.819  -1.129
H  -0.718  -4.550  1.626
H  1.207  -5.776  0.411
H  1.918  -5.102  -2.037
H  0.633  -3.136  -3.265
H  -1.256  -1.953  -2.030
H  -1.529  3.134  0.236
H  -0.358  4.308  0.920
H  -0.395  4.888  -2.437
H  1.913  2.930  -2.674
O  1.957  -6.459  -4.320
S  1.340  -5.630  -5.379
O  1.799  -4.228  -5.228
O  -0.131  -5.685  -5.248
O  1.733  -6.136  -6.708